C26H25N4OS3SiW | ωB97M-V with the def2-TZVPD basis set

CARTESIAN COORDINATES (ANGSTROEM)
W 1.061 -0.853 0.139
S 3.274 -0.694 0.929
C 3.224 -2.455 0.992
S 1.590 -3.058 0.749
C 4.315 -3.237 1.130
C 5.615 -2.654 1.276
N 6.656 -2.179 1.370
C 4.188 -4.663 1.096
N 4.060 -5.804 1.039
C -1.889 -0.998 3.388
C -1.092 0.277 3.078
C -1.494 1.375 4.072
C 0.402 -0.017 3.214
Si -1.411 0.779 1.288
O -0.762 -0.544 0.449
C -3.157 1.097 0.799
C -3.553 2.382 0.415
C -4.874 2.646 0.082
C -5.814 1.626 0.121
C -5.435 0.342 0.489
C -4.117 0.079 0.828
C -0.195 2.128 0.778
C 0.011 3.310 1.491
C 1.060 4.165 1.175
C 1.936 3.862 0.140
C 1.734 2.716 -0.609
C 0.676 1.869 -0.291
H -1.635 -1.356 4.390
H -1.667 -1.803 2.683
H -2.963 -0.810 3.371
H -1.406 0.995 5.093
H -2.530 1.690 3.926
H -0.851 2.252 4.000
H 0.654 -0.366 4.220
H 1.036 0.844 2.994
H 0.708 -0.871 2.577
H -2.827 3.186 0.370
H -5.169 3.645 -0.209
H -6.844 1.832 -0.138
H -6.168 -0.454 0.514
H -3.836 -0.929 1.109
H -0.649 3.577 2.305
H 1.199 5.073 1.747
H 2.754 4.530 -0.094
H 2.378 2.498 -1.452
H 0.435 1.079 -1.011
N 1.477 -3.046 -6.569
C 1.547 -1.779 -6.140
S 1.621 -0.456 -7.096
C 1.468 -1.597 -4.662
C 0.496 -2.251 -3.906
C 0.420 -2.010 -2.554
N 1.257 -1.157 -1.935
C 2.211 -0.531 -2.661
C 2.339 -0.726 -4.013
H 1.521 -3.224 -7.560
H 1.571 -3.827 -5.941
H -0.210 -2.927 -4.367
H -0.318 -2.503 -1.933
H 2.874 0.126 -2.115
H 3.099 -0.200 -4.573

Cartesian forces, eV/Å:
-0.2 -0.2 -0.4
0.0 0.1 0.1
0.0 0.0 0.1
0.1 0.0 0.0
0.0 0.0 0.0
0.0 -0.1 0.0
0.0 0.1 0.0
0.1 0.0 0.0
0.0 0.0 0.0
0.0 0.0 0.0
0.0 0.1 0.0
0.0 0.0 0.0
0.1 -0.1 0.0
0.0 0.0 0.2
0.1 0.1 0.1
0.0 0.0 0.0
0.0 0.0 0.0
0.0 0.0 0.0
0.0 0.0 0.0
0.0 0.0 0.0
0.0 0.0 0.0
0.0 -0.1 0.0
0.1 0.0 0.0
0.0 0.0 0.0
0.0 0.0 0.0
0.0 0.0 0.0
0.1 0.0 0.0
0.0 0.0 0.0
0.0 0.0 0.0
0.0 0.0 0.0
0.0 0.0 0.0
0.0 0.0 0.0
0.0 0.0 0.0
0.0 0.1 0.0
0.0 0.0 0.0
0.0 0.0 0.0
0.0 0.0 0.0
0.0 0.0 0.0
0.0 0.0 0.0
0.0 0.0 0.0
0.0 0.0 0.0
0.0 0.0 0.0
0.0 0.0 0.0
0.0 0.0 0.0
0.0 0.0 0.0
-0.1 0.0 0.0
0.0 0.0 0.1
0.0 0.1 -0.1
0.0 0.0 0.0
0.0 0.0 0.1
0.0 0.0 0.0
0.0 0.0 0.0
0.1 0.1 0.0
0.0 0.0 0.0
0.0 0.0 0.0
0.0 0.0 0.0
0.0 0.0 0.0
0.0 0.0 0.0
0.0 0.0 0.0
0.0 0.0 0.0
0.0 0.0 0.0

Values from the calculation:
Spin multiplicity: 3
DFT total energy (eV): -77580.064
Gap between HOMO and LUMO (alpha / beta) (eV): 6.86 / 6.88
HOMO level (alpha / beta) (Ha): -0.4247 / -0.4284
Total charge: +1
Energy relative to the best compared isomer or geometry (same formula, charge and spin) (kcal/mol): 9.7

***

C3H3N2P | ωB97M-V with the def2-TZVPD basis set

CARTESIAN COORDINATES (ANGSTROEM)
C -0.190 1.238 -0.100
C -1.431 -0.786 -0.191
C -0.180 -0.153 -0.567
N -0.104 2.296 0.334
N -2.412 -1.262 0.146
P 1.320 -0.904 0.339
H 0.194 0.021 -1.854
H 0.863 -0.727 1.611
H 1.938 0.278 0.283

Cartesian forces, eV/Å:
-0.3 -0.1 0.0
0.6 0.1 -1.1
1.8 1.8 -2.6
-0.1 0.2 -0.1
-0.6 -0.4 0.3
-0.3 -2.3 -1.4
-1.7 -1.2 3.9
-0.6 0.3 1.0
1.2 1.6 0.0

Values from the calculation:
DFT total energy (eV): -15425.850
Gap between HOMO and LUMO (eV): 10.65
HOMO level (Ha): -0.3902
Energy relative to the best compared isomer or geometry (same formula, charge and spin) (kcal/mol): 33.8

***

C24H25AsN2O9S2Sn | ωB97M-V with the def2-TZVPD basis set

CARTESIAN COORDINATES (ANGSTROEM)
Sn 0.513 -0.057 0.304
C -1.401 3.544 -1.916
O -2.743 3.373 -1.466
C -3.224 2.176 -0.989
C -4.586 2.182 -0.768
C -5.257 1.046 -0.316
C -4.544 -0.115 -0.129
C -3.164 -0.170 -0.366
C -2.526 -1.467 -0.299
N -1.287 -1.673 -0.519
N -0.892 -2.985 -0.620
C 0.395 -3.097 -0.834
O 1.256 -2.163 -0.919
C 0.885 -4.504 -1.006
C 0.184 -5.593 -0.491
C 0.683 -6.879 -0.632
C 1.883 -7.098 -1.296
C 2.589 -6.017 -1.809
C 2.097 -4.730 -1.654
C -2.439 1.002 -0.741
O -1.157 1.009 -0.921
H -1.387 4.547 -2.349
H -1.132 2.812 -2.676
H -0.672 3.491 -1.114
H -5.121 3.107 -0.952
H -6.326 1.079 -0.141
H -5.053 -1.017 0.197
H -3.188 -2.322 -0.129
H -0.749 -5.405 0.022
H 0.138 -7.721 -0.222
H 2.265 -8.106 -1.408
H 3.525 -6.187 -2.329
H 2.642 -3.869 -2.020
O -1.001 0.296 4.468
S -0.603 0.575 3.103
O -1.182 -0.380 2.119
O 0.828 0.654 2.897
C -1.438 2.108 2.711
C -2.805 2.055 2.967
C -3.606 3.154 2.723
C -3.046 4.319 2.221
C -1.695 4.367 1.932
C -0.880 3.264 2.168
S 0.833 3.437 1.646
O 0.874 4.733 0.968
O 1.662 3.397 2.827
O 1.046 2.342 0.672
H -3.215 1.133 3.356
H -4.673 3.089 2.892
H -3.670 5.181 2.018
H -1.227 5.239 1.499
C 6.094 -0.108 -0.024
As 4.099 -0.226 -0.230
C 3.891 1.650 -0.745
C 4.158 -0.956 -2.062
H 6.555 0.323 -0.915
H 6.519 -1.097 0.155
H 6.320 0.525 0.835
H 4.656 1.963 -1.458
H 3.937 2.277 0.144
H 2.902 1.800 -1.176
H 4.715 -0.300 -2.733
H 3.129 -1.058 -2.408
H 4.616 -1.946 -2.058

Cartesian forces, eV/Å:
-1.3 -0.1 -0.7
0.0 0.0 0.0
0.1 -0.1 0.1
0.0 0.1 -0.1
0.0 -0.1 0.1
-0.1 0.0 0.0
0.0 -0.1 0.0
0.0 0.4 0.2
-0.1 -0.1 -0.2
0.6 0.3 0.3
-0.3 -0.6 0.1
0.1 0.3 -0.1
0.0 -0.1 -0.1
0.1 -0.2 0.1
0.0 0.0 0.0
0.0 -0.1 0.0
0.0 0.0 0.0
0.0 -0.1 0.0
0.0 0.1 0.0
-0.2 -0.1 -0.2
0.7 0.0 0.5
0.0 0.0 0.0
0.0 -0.1 0.0
0.0 0.0 0.1
0.0 0.0 0.0
0.0 0.0 0.0
0.0 0.0 0.0
0.1 -0.1 -0.1
0.0 0.0 0.0
0.0 0.0 0.0
0.0 0.0 0.0
0.0 0.0 0.0
0.0 0.0 0.0
-0.1 0.0 -0.2
-0.1 -0.7 1.0
0.2 0.3 -0.4
0.1 0.3 -0.1
0.1 0.2 -0.1
0.1 0.0 0.0
-0.1 0.0 0.0
0.0 0.0 -0.1
0.0 0.0 0.1
0.1 -0.2 -0.1
0.5 0.7 -0.6
-0.2 -0.3 0.1
-0.1 -0.2 0.1
-0.1 0.2 0.3
-0.1 0.0 0.0
0.0 0.0 0.0
0.0 0.0 0.0
-0.1 0.0 0.0
-0.3 0.0 0.0
0.8 0.0 -0.1
-0.1 0.1 0.0
-0.2 0.0 0.1
0.0 0.0 0.0
0.0 0.0 0.0
0.0 0.0 0.0
0.0 -0.1 0.0
0.0 0.0 0.0
0.0 0.0 0.0
0.0 0.0 0.0
0.0 0.0 0.0
0.0 0.0 0.1

Values from the calculation:
DFT total energy (eV): -135044.111
Gap between HOMO and LUMO (eV): 6.38
HOMO level (Ha): -0.0706
Total charge: -2
Energy relative to the best compared isomer or geometry (same formula, charge and spin) (kcal/mol): 20.0

***

C2Br4S2 | ωB97M-V with the def2-TZVPD basis set

CARTESIAN COORDINATES (ANGSTROEM)
C 0.430 1.325 -1.450
C -0.441 -1.435 1.392
S -0.914 0.464 -1.258
S 0.744 -2.061 0.504
Br 1.255 2.319 -0.065
Br 1.365 1.450 -3.091
Br -0.185 -0.097 2.706
Br -2.254 -1.965 1.264

Cartesian forces, eV/Å:
-0.8 -0.4 0.1
-2.7 1.4 2.1
0.7 0.6 -0.1
1.8 -1.0 -1.3
0.0 -0.1 -0.1
0.0 0.0 0.1
0.4 -0.3 -0.4
0.5 -0.2 -0.3

Values from the calculation:
Spin multiplicity: 3
DFT total energy (eV): -303910.410
Gap between HOMO and LUMO (alpha / beta) (eV): 6.38 / 6.11
HOMO level (alpha / beta) (Ha): -0.2698 / -0.3466
Energy relative to the best compared isomer or geometry (same formula, charge and spin) (kcal/mol): 0.0

***

Copy entry 1 word for word.
C26H25N4OS3SiW | ωB97M-V with the def2-TZVPD basis set

CARTESIAN COORDINATES (ANGSTROEM)
W 1.061 -0.853 0.139
S 3.274 -0.694 0.929
C 3.224 -2.455 0.992
S 1.590 -3.058 0.749
C 4.315 -3.237 1.130
C 5.615 -2.654 1.276
N 6.656 -2.179 1.370
C 4.188 -4.663 1.096
N 4.060 -5.804 1.039
C -1.889 -0.998 3.388
C -1.092 0.277 3.078
C -1.494 1.375 4.072
C 0.402 -0.017 3.214
Si -1.411 0.779 1.288
O -0.762 -0.544 0.449
C -3.157 1.097 0.799
C -3.553 2.382 0.415
C -4.874 2.646 0.082
C -5.814 1.626 0.121
C -5.435 0.342 0.489
C -4.117 0.079 0.828
C -0.195 2.128 0.778
C 0.011 3.310 1.491
C 1.060 4.165 1.175
C 1.936 3.862 0.140
C 1.734 2.716 -0.609
C 0.676 1.869 -0.291
H -1.635 -1.356 4.390
H -1.667 -1.803 2.683
H -2.963 -0.810 3.371
H -1.406 0.995 5.093
H -2.530 1.690 3.926
H -0.851 2.252 4.000
H 0.654 -0.366 4.220
H 1.036 0.844 2.994
H 0.708 -0.871 2.577
H -2.827 3.186 0.370
H -5.169 3.645 -0.209
H -6.844 1.832 -0.138
H -6.168 -0.454 0.514
H -3.836 -0.929 1.109
H -0.649 3.577 2.305
H 1.199 5.073 1.747
H 2.754 4.530 -0.094
H 2.378 2.498 -1.452
H 0.435 1.079 -1.011
N 1.477 -3.046 -6.569
C 1.547 -1.779 -6.140
S 1.621 -0.456 -7.096
C 1.468 -1.597 -4.662
C 0.496 -2.251 -3.906
C 0.420 -2.010 -2.554
N 1.257 -1.157 -1.935
C 2.211 -0.531 -2.661
C 2.339 -0.726 -4.013
H 1.521 -3.224 -7.560
H 1.571 -3.827 -5.941
H -0.210 -2.927 -4.367
H -0.318 -2.503 -1.933
H 2.874 0.126 -2.115
H 3.099 -0.200 -4.573

Cartesian forces, eV/Å:
-0.2 -0.2 -0.4
0.0 0.1 0.1
0.0 0.0 0.1
0.1 0.0 0.0
0.0 0.0 0.0
0.0 -0.1 0.0
0.0 0.1 0.0
0.1 0.0 0.0
0.0 0.0 0.0
0.0 0.0 0.0
0.0 0.1 0.0
0.0 0.0 0.0
0.1 -0.1 0.0
0.0 0.0 0.2
0.1 0.1 0.1
0.0 0.0 0.0
0.0 0.0 0.0
0.0 0.0 0.0
0.0 0.0 0.0
0.0 0.0 0.0
0.0 0.0 0.0
0.0 -0.1 0.0
0.1 0.0 0.0
0.0 0.0 0.0
0.0 0.0 0.0
0.0 0.0 0.0
0.1 0.0 0.0
0.0 0.0 0.0
0.0 0.0 0.0
0.0 0.0 0.0
0.0 0.0 0.0
0.0 0.0 0.0
0.0 0.0 0.0
0.0 0.1 0.0
0.0 0.0 0.0
0.0 0.0 0.0
0.0 0.0 0.0
0.0 0.0 0.0
0.0 0.0 0.0
0.0 0.0 0.0
0.0 0.0 0.0
0.0 0.0 0.0
0.0 0.0 0.0
0.0 0.0 0.0
0.0 0.0 0.0
-0.1 0.0 0.0
0.0 0.0 0.1
0.0 0.1 -0.1
0.0 0.0 0.0
0.0 0.0 0.1
0.0 0.0 0.0
0.0 0.0 0.0
0.1 0.1 0.0
0.0 0.0 0.0
0.0 0.0 0.0
0.0 0.0 0.0
0.0 0.0 0.0
0.0 0.0 0.0
0.0 0.0 0.0
0.0 0.0 0.0
0.0 0.0 0.0

Values from the calculation:
Spin multiplicity: 3
DFT total energy (eV): -77580.064
Gap between HOMO and LUMO (alpha / beta) (eV): 6.86 / 6.88
HOMO level (alpha / beta) (Ha): -0.4247 / -0.4284
Total charge: +1
Energy relative to the best compared isomer or geometry (same formula, charge and spin) (kcal/mol): 9.7

***

> Which of these has the highest energy relative to the best compared isomer or geometry (same formula, charge and spin)?

C3H3N2P